# 1
DFT (ωB97M-V with the def2-TZVPD basis set) results for the molecule C22H28N4O2S at a distorted geometry.

Geometry as XYZ:
```
57
C22H28N4O2S, DFT ωB97M-V with the def2-TZVPD basis set
S -1.4000 -0.3870 -5.1097
O -2.4645 -0.1509 2.4128
O 0.2376 -0.6618 -0.9359
N -2.7279 0.0618 -4.2125
N -2.4730 0.2408 -3.0017
N -0.8203 -1.3874 1.4678
N -1.2430 0.9811 -0.4220
C -0.6724 0.0944 -1.2585
C -1.2306 -2.6737 1.9833
C 0.4861 -4.3384 1.5970
C 5.0245 2.6112 3.2455
C -1.6750 -3.6124 0.8390
C 0.5955 1.1627 1.2392
C -0.7938 -4.8589 0.9504
C -2.2642 1.8946 -0.8389
C 1.4078 1.8154 0.3234
C 5.5074 0.3784 2.1842
C -1.1868 0.0380 -2.6513
C -1.4820 -0.2511 1.7053
C -1.9810 2.8718 -1.9427
C -0.8866 0.9923 0.9980
C -0.4129 -0.3435 -3.7279
C 1.1618 0.7215 2.4294
C 2.7558 1.9901 0.5770
C -2.0962 3.3541 -0.5314
C 4.8035 1.7266 2.0166
C 2.5078 0.9029 2.6803
C 3.3307 1.5330 1.7545
C -0.0443 -3.3818 2.6607
H -3.2653 1.4815 -0.7793
H 5.1352 -0.1458 3.0608
H -1.2631 -5.5941 1.6061
H 5.3368 -0.2484 1.3117
H 0.6303 -0.5796 -3.7399
H -0.9965 2.8599 -2.3871
H -2.7351 -3.8512 0.9001
H 3.3706 2.4939 -0.1560
H -0.3970 -3.9459 3.5245
H -2.0418 -2.4726 2.6873
H 0.9931 2.1876 -0.6025
H 1.1004 -5.1337 2.0165
H -2.7717 3.0862 -2.6439
H 0.5397 0.2389 3.1689
H 4.5228 3.5682 3.1188
H 6.5788 0.5254 2.3019
H 0.7038 -2.6655 2.9973
H -1.1900 3.6719 -0.0375
H 2.9186 0.5460 3.6130
H 1.0787 -3.7909 0.8626
H -1.4126 1.8477 1.4382
H -0.6175 -5.3259 -0.0173
H -2.9718 3.9121 -0.2395
H 4.6321 2.1347 4.1403
H 6.0869 2.7936 3.3915
H 5.2404 2.2335 1.1488
H -0.0654 -1.3721 0.7890
H -1.4976 -3.1126 -0.1147
```

The calculation puts the HOMO-LUMO gap at 8.81 eV. The spin multiplicity is 1. The HOMO energy is -0.321 Eh. The value obtained for the energy relative to the best compared isomer or geometry (same formula, charge and spin) is 219.4 kJ/mol.

---

# 2
DFT (ωB97M-V with the def2-TZVPD basis set) results for the molecule C18H22N2O4S.

Geometry as XYZ:
```
47
C18H22N2O4S, DFT ωB97M-V with the def2-TZVPD basis set
S -3.9233 0.3131 1.1126
O 1.6595 2.6718 -2.1126
O 3.9904 -1.1002 -1.5359
O -4.8651 1.0054 0.2813
O -4.1637 0.2135 2.5217
N -3.7468 -1.2632 0.5324
N 1.6123 2.1677 0.1123
C 2.2321 2.4932 -1.0633
C 1.7400 -3.1074 0.4725
C -2.2881 0.9417 0.8201
C 3.7431 2.5645 -0.9179
C 1.5695 -0.9023 -1.1882
C -1.9964 1.5570 -0.3804
C -0.7085 1.9915 -0.6359
C 0.2864 1.7946 0.3216
C 2.8763 -2.6141 -0.1352
C 4.3269 1.1639 -0.7017
C -1.4117 -4.0740 -0.0153
C -0.0311 1.1884 1.5399
C 2.8067 -1.4979 -0.9681
C 0.4375 -1.4117 -0.5763
C -1.3191 0.7595 1.7870
C -0.7428 -3.0539 0.9080
C 0.5026 -2.5067 0.2718
C 4.1408 0.2477 -1.9256
H -4.1838 -1.3785 -0.3680
H 1.4642 -0.0525 -1.8437
H 5.0333 0.2579 -2.5554
H 4.1540 3.0001 -1.8291
H 3.8367 0.6820 0.1493
H -0.4628 2.4661 -1.5709
H -0.5175 -0.9420 -0.7624
H -0.7315 -4.8950 -0.2312
H 4.0020 3.2076 -0.0745
H 3.8373 -3.0799 0.0184
H 5.3880 1.2453 -0.4622
H 2.2136 2.0260 0.9127
H 3.2953 0.5864 -2.5325
H -0.4923 -3.5362 1.8550
H 0.7391 1.0448 2.2840
H -4.1000 -1.9363 1.1935
H -1.5923 0.2894 2.7175
H -1.6890 -3.6023 -0.9547
H -2.3084 -4.4775 0.4488
H 1.8167 -3.9696 1.1194
H -2.7874 1.6968 -1.0996
H -1.4442 -2.2404 1.1034
```

The calculation puts the HOMO-LUMO gap at 8.91 eV. The spin multiplicity is 1. The HOMO energy is -0.309 Eh. The value obtained for the energy relative to the best compared isomer or geometry (same formula, charge and spin) is 72.7 kJ/mol.

---

# 3
DFT (ωB97M-V with the def2-TZVPD basis set) results for a cluster of 2 separate species, C2H5NO2 in total at a distorted geometry.

Geometry as XYZ:
```
10
C2H5NO2, DFT ωB97M-V with the def2-TZVPD basis set
O -0.8116 -0.5478 1.2075
O 0.9028 0.9710 -0.6241
N -0.6605 -0.8964 -0.1886
C 1.6044 0.7359 0.3243
C -1.2957 -0.2683 -1.1143
H -0.3274 -1.2121 1.7445
H 1.7599 1.5100 1.0876
H 1.8455 -0.3428 0.5521
H -1.8483 0.6096 -0.7988
H -1.1691 -0.5593 -2.1903
```

The calculation puts the HOMO-LUMO gap at 10.45 eV. The spin multiplicity is 1. The HOMO energy is -0.353 Eh. The value obtained for the energy relative to the best compared isomer or geometry (same formula, charge and spin) is 426.2 kJ/mol.

---

# 4
DFT (ωB97M-V with the def2-TZVPD basis set) results for the ion C4H8NO3 with charge -1.

Geometry as XYZ:
```
16
C4H8NO3, DFT ωB97M-V with the def2-TZVPD basis set
O 1.3261 0.0331 -2.1525
O -0.4802 1.3649 -2.4720
O -1.0145 0.3884 1.8116
N 1.4018 0.6237 0.5279
C -0.9311 -0.0130 0.4409
C 0.3356 0.7041 -1.7913
C 0.1324 0.8468 -0.2405
C -0.6153 -1.5165 0.3497
H -0.0931 0.5067 2.0880
H 1.5525 -0.3858 0.4856
H 0.1382 -1.7339 -0.4051
H -1.5409 -2.0744 0.1927
H -0.1850 1.8748 -0.0498
H 2.1254 0.9644 -0.0983
H -0.2743 -1.8355 1.3341
H -1.8778 0.2521 -0.0209
```

The calculation puts the HOMO-LUMO gap at 8.15 eV. The spin multiplicity is 1. As for the net charge: -1. The HOMO energy is -0.155 Eh. The value obtained for the energy relative to the best compared isomer or geometry (same formula, charge and spin) is 119.9 kJ/mol.

---

# 5
DFT (ωB97M-V with the def2-TZVPD basis set) results for a structure of composition C33H32BF9IrN3S.

Geometry as XYZ:
```
80
C33H32BF9IrN3S, DFT ωB97M-V with the def2-TZVPD basis set
Ir 0.8264 -0.8292 0.7169
S -1.1028 -1.3971 2.0804
F -2.0062 1.5306 7.1757
F -0.5107 -3.1704 -1.0670
F -0.1784 1.4999 2.8598
F -1.8860 -5.0032 -1.3912
F -2.4778 -2.3112 4.5216
F -0.8115 -4.0547 -3.1821
F -0.6250 2.7462 5.1487
F -2.5299 -2.9272 -2.1573
F -2.9222 -1.0247 6.8034
N -0.3341 0.3767 -0.7155
N 1.3923 0.6527 -2.2825
N -0.5650 1.7454 -2.6983
C -4.1784 1.5841 0.4364
C 2.5708 0.0758 4.0810
C -3.9765 0.3299 -0.1238
C -1.0816 1.4882 4.9850
C -3.1012 2.4328 0.6317
C 3.3731 -1.8878 -0.4996
C -2.0725 0.1291 -3.7465
C -1.7796 0.8840 6.0121
C -0.8574 0.8195 3.7956
C -2.0022 -1.0595 4.6225
C 4.3795 -2.1042 -1.4174
C -0.6507 2.9847 0.5112
C 1.8419 -1.2914 2.1959
C -4.1544 2.0029 -3.5377
C 4.3979 -1.3823 -2.6063
C -2.8884 2.3126 -3.0753
C -2.7049 -0.0700 -0.4892
C -2.2436 -0.4089 5.8139
C 3.3954 -0.4691 -2.8650
C 2.3271 -0.9521 -0.6692
C -1.8528 1.3852 -3.1640
C -1.8134 2.0663 0.2516
C 3.0780 -0.6555 2.8246
C 2.3801 -0.2776 -1.8994
C -1.3035 -0.4868 3.5453
C -0.9722 -0.8758 -3.9018
C 3.8091 0.3551 1.9456
C 3.3945 0.2788 -4.1738
C -3.3600 -0.1648 -4.1779
C 4.0496 -1.7598 3.2715
C 0.1461 0.8693 -1.8091
C -4.3977 0.7510 -4.0810
C -1.6348 0.8078 -0.3294
B -1.4256 -3.7916 -1.9333
H 3.3723 -2.4706 0.4123
H 4.8785 -1.3266 3.8420
H 5.1504 -2.8400 -1.2148
H -5.3915 0.4819 -4.4176
H 4.6595 0.7779 2.4932
H 1.4522 -2.0088 2.9437
H -0.5983 -1.2418 -2.9434
H -4.9550 2.7258 -3.4358
H 1.8757 0.8713 3.8018
H 3.5406 -2.4878 3.9071
H -0.4433 3.6523 -0.3347
H -3.5427 -1.1518 -4.5854
H 4.4711 -2.2893 2.4150
H 2.4994 0.0659 -4.7679
H -0.8570 3.6204 1.3726
H 3.1304 1.1613 1.6623
H -4.8071 -0.3512 -0.2607
H 0.2537 2.4097 0.7155
H 4.2563 -0.0164 -4.7721
H 2.0519 -0.6105 4.7541
H 3.4474 1.3646 -4.0358
H -0.1292 -0.4420 -4.4488
H -5.1720 1.8925 0.7415
H -2.7036 3.2637 -2.5880
H 3.4120 0.5245 4.6221
H -2.5204 -1.0506 -0.9108
H -0.5513 2.6930 -2.3477
H 4.1752 -0.1002 1.0259
H -1.3242 -1.7568 -4.4317
H 5.1771 -1.5440 -3.3443
H -3.2518 3.3998 1.1022
H 1.4828 1.0304 -3.2085
```

The calculation puts the HOMO-LUMO gap at 5.70 eV. The spin multiplicity is 1. As for the net charge: -2. The HOMO energy is -0.050 Eh. The value obtained for the energy relative to the best compared isomer or geometry (same formula, charge and spin) is 68.4 kJ/mol.

---

# 6
DFT (ωB97M-V with the def2-TZVPD basis set) results for the molecule C20H24N4O3S.

Geometry as XYZ:
```
52
C20H24N4O3S, DFT ωB97M-V with the def2-TZVPD basis set
S 3.2765 -2.5677 0.1661
O -3.3482 0.5825 2.1606
O 2.6344 1.8775 -1.8492
O 5.0660 1.0457 0.6147
N -4.0600 1.7918 0.3811
N 2.8904 -0.1463 -0.8537
N 1.1497 -1.0955 0.3746
N -5.1239 -0.6447 -0.4142
C -0.9458 0.0479 0.7314
C -1.2604 2.2296 -0.2461
C 0.3344 -0.0098 0.1885
C -5.4619 1.5511 0.6188
C 6.2925 -0.7700 0.2251
C 0.0101 2.1795 -0.7768
C -4.8611 -1.2549 -1.7024
C -6.6190 -2.3030 0.7704
C -1.7461 1.1553 0.5051
C 2.4135 -1.1965 -0.1193
C -5.9964 0.5041 -0.3795
C 2.1632 1.0067 -1.1525
C -3.1195 1.1327 1.1022
C -5.2688 -1.5815 0.6820
C 4.2707 -0.2091 -1.3212
C -3.3546 -1.3991 -1.9304
C 0.8156 1.0592 -0.5769
C 6.0349 0.9920 1.5439
C 6.8222 -0.0994 1.3547
C 5.2259 -0.0295 -0.1880
H 6.0538 1.7753 2.2752
H -6.8603 -2.7946 -0.1700
H -5.3312 -2.2444 -1.7836
H -4.4760 -2.3248 0.5709
H -7.0344 0.2611 -0.1085
H 6.6463 -1.6801 -0.2126
H -2.8723 -0.4247 -1.9032
H -1.3293 -0.7623 1.3327
H -5.5505 1.1902 1.6440
H 7.6664 -0.3967 1.9416
H -6.5744 -3.0576 1.5508
H -3.8211 2.0624 -0.5609
H -3.1623 -1.8607 -2.8956
H -6.0215 2.4844 0.5151
H -1.8656 3.1119 -0.3876
H -7.4217 -1.6116 1.0145
H 4.4514 -1.1752 -1.7966
H -5.0802 -1.0453 1.6148
H -2.9109 -2.0170 -1.1546
H -6.0113 0.9583 -1.3742
H 0.4130 2.9962 -1.3559
H 4.3787 0.6008 -2.0496
H 0.8239 -1.8821 0.9218
H -5.2790 -0.6325 -2.4981
```

The calculation puts the HOMO-LUMO gap at 8.06 eV. The spin multiplicity is 1. The HOMO energy is -0.302 Eh. The value obtained for the energy relative to the best compared isomer or geometry (same formula, charge and spin) is 119.7 kJ/mol.